Here is a single C5H7NO molecule from OMol25. Energies are from ωB97M-V with the def2-TZVPD basis set.

CARTESIAN COORDINATES (ANGSTROEM)
C (2.0073, 1.1217, -0.1048)
C (0.9256, 0.5319, -0.9705)
C (0.5419, -0.7004, -0.7644)
N (0.0191, -1.7001, -0.2591)
C (-0.7906, -1.0535, 0.7812)
C (-2.1426, -0.6247, 0.2878)
O (-0.3549, -0.8842, 1.8865)
H (2.0689, 0.5806, 0.8449)
H (2.9824, 1.0794, -0.5962)
H (1.7764, 2.1658, 0.1213)
H (0.4083, 1.1135, -1.7246)
H (-2.5495, 0.1667, 0.9168)
H (-2.7902, -1.5025, 0.3335)
H (-2.1021, -0.2943, -0.7524)

Cartesian forces (eV/Å) of the 6 atoms listed first:
C 0.185 0.079 0.039
C 0.065 -0.146 -0.192
C -0.118 0.003 0.185
N 0.252 0.560 -0.065
C -0.170 -0.090 0.556
C -0.165 0.007 0.056

## Properties
gap between HOMO and LUMO	9.9651	eV
E_tot	-8834.2934	eV
spin multiplicity	1
energy relative to the best compared isomer or geometry (same formula, charge and spin)	44.0	kcal/mol